{"formula": "C5H14N2O", "method": "wB97M-V/def2-TZVPD", "symbols": ["C", "C", "C", "C", "H", "H", "H", "H", "H", "H", "H", "H", "H", "H", "N", "C", "O", "N", "H", "H", "H", "H"], "positions_angstrom": [[1.92410, -0.32462, -0.02770], [1.24881, -0.59600, -1.21050], [-0.21184, 1.35407, 0.76569], [2.86619, 0.80440, 0.16994], [1.94520, -1.10508, 0.72496], [1.23631, 0.19582, -1.95040], [-0.19332, -0.97948, -0.78501], [1.37999, -1.58936, -1.63265], [2.72571, 1.59456, -0.56621], [0.26189, 1.79609, -0.09844], [-1.20088, 1.82487, 0.78575], [0.32151, 1.68339, 1.64502], [2.74697, 1.23267, 1.16194], [3.89762, 0.44446, 0.11259], [-1.32526, -1.46206, -0.19645], [-3.47634, -0.66445, -0.14978], [-3.20492, 0.20478, 0.85470], [-2.63079, -1.48516, -0.63216], [-2.33583, -0.07281, 1.19965], [-0.45616, 0.25578, 0.71041], [-0.98592, -2.36274, -0.53194], [-4.53304, -0.74911, -0.34942]], "forces_ev_per_angstrom": [[0.035, -1.224, -2.120], [1.897, 0.455, 1.065], [-1.605, -0.071, 0.164], [-0.764, 0.656, 0.501], [0.117, -0.121, 0.015], [-0.024, 0.027, -0.110], [-3.076, 0.133, 0.789], [-0.816, -0.308, 0.351], [0.042, -0.052, -0.067], [0.257, -0.386, -0.367], [0.105, 0.164, 0.218], [0.163, -0.228, 0.355], [0.093, 0.166, 0.167], [-0.138, -0.190, -0.106], [3.380, -0.238, -0.149], [1.124, -0.534, 1.001], [0.086, 0.037, -0.026], [-1.496, 0.456, -1.742], [-0.083, 0.175, -0.117], [0.930, 1.324, 0.075], [-0.217, -0.277, 0.517], [-0.011, 0.036, -0.413]], "lowdin_charge": [-0.195, -0.101, -0.056, -0.103, 0.113, 0.077, 0.126, 0.088, 0.082, 0.024, 0.028, 0.028, 0.072, 0.092, -0.111, -0.285, -0.003, -0.086, 0.061, -0.003, 0.041, 0.110], "homo_ev": [-7.7, -7.7], "total_charge": 0, "orbital_gap_ev": [7.558, 7.559], "lumo_energy_ev": [-0.18, -0.18], "e_tot_ev": -10434.892, "de_lowest_kcal_mol": 141.49}